Record 1
Entry from the Open Molecules 2025 dataset: a single C3H9NP2 molecule (ωB97M-V/def2-TZVPD).

Summary:
E_tot = -23323.798 eV
SMILES = CP1CCPN1
largest force on an atom = 2.4 eV/A

```
! RIJCOSX wB97M-V def2-TZVPD def2/J DEFGRID3
* xyz 0 1
C 0.894 1.356 1.154
P -0.074 -0.225 1.412
C -1.244 0.066 0.010
C -0.601 -0.234 -1.393
P 0.527 -1.841 -1.045
N 0.837 -1.482 0.612
H 1.829 1.593 1.673
H 0.267 2.159 1.443
H 1.073 1.603 0.091
H -1.563 1.095 -0.073
H -2.165 -0.504 0.342
H -1.311 -0.149 -2.314
H 0.236 0.493 -1.707
H -0.577 -2.656 -1.039
H 1.870 -1.273 0.835
*
```


Record 2
Entry from the Open Molecules 2025 dataset: a single C11H13N3OS molecule (ωB97M-V/def2-TZVPD).

Summary:
E_tot = -28971.213 eV
SMILES = OCCCn1c(-c2ccccc2)n[nH]c1=S
largest force on an atom = 1.0 eV/A

```
! RIJCOSX wB97M-V def2-TZVPD def2/J DEFGRID3
* xyz 0 1
O -0.657 -3.563 0.088
C 0.539 -3.375 -0.640
C 0.735 -1.881 -0.865
C 0.916 -1.157 0.471
N 1.017 0.264 0.277
C 0.019 1.173 0.019
C -1.411 0.885 0.075
C -1.981 0.269 1.186
C -3.338 0.005 1.208
C -4.134 0.354 0.130
C -3.574 0.986 -0.968
C -2.218 1.255 -0.997
N 0.514 2.332 -0.292
N 1.857 2.182 -0.241
C 2.214 0.916 0.092
S 3.725 0.299 0.242
H -0.802 -4.505 0.218
H 1.396 -3.781 -0.084
H 0.482 -3.885 -1.612
H -0.147 -1.483 -1.371
H 1.611 -1.721 -1.495
H 1.847 -1.479 0.947
H 0.070 -1.389 1.117
H -1.372 0.026 2.044
H -3.775 -0.471 2.073
H -5.192 0.141 0.150
H -4.195 1.268 -1.805
H -1.770 1.748 -1.846
H 2.478 2.950 -0.435
*
```


Record 3
Entry from the Open Molecules 2025 dataset: a molecular structure, C34H25NO4PSZr (ωB97M-V/def2-TZVPD).

Summary:
E_tot = -66745.113 eV
largest force on an atom = 1.2 eV/A

```
! RIJCOSX wB97M-V def2-TZVPD def2/J DEFGRID3
* xyz 1 1
Zr -0.313 1.104 -0.508
O -2.435 1.226 0.044
C -1.944 0.277 0.710
C -2.387 -0.101 2.051
C -3.648 -0.480 2.486
C -3.814 -0.796 3.825
C -2.749 -0.704 4.714
C -1.498 -0.287 4.284
C -1.306 -0.009 2.936
P 0.206 0.762 2.259
C 0.328 2.311 3.173
C 1.063 2.406 4.353
C 1.082 3.600 5.055
C 0.368 4.695 4.588
C -0.366 4.603 3.414
C -0.382 3.413 2.704
C 1.617 -0.279 2.630
C 1.448 -1.638 2.886
C 2.560 -2.446 3.074
C 3.833 -1.900 3.002
C 4.002 -0.546 2.738
C 2.899 0.268 2.547
H -4.480 -0.538 1.796
H -4.785 -1.108 4.184
H -2.901 -0.949 5.757
H -0.685 -0.181 4.991
H 1.632 1.559 4.717
H 1.658 3.677 5.967
H 0.390 5.626 5.139
H -0.917 5.456 3.043
H -0.955 3.363 1.783
H 0.456 -2.067 2.945
H 2.430 -3.500 3.277
H 4.699 -2.532 3.152
H 4.996 -0.125 2.677
H 3.034 1.321 2.331
O -1.059 -0.019 -2.273
C -0.049 -0.514 -3.265
C 1.223 0.208 -2.773
O 2.050 0.698 -3.473
O 1.251 0.201 -1.427
C -0.576 -0.127 -4.625
C -0.244 1.076 -5.242
C -0.853 1.434 -6.435
C -1.808 0.612 -7.014
C -2.158 -0.580 -6.396
C -1.543 -0.947 -5.211
C 0.170 -2.003 -3.071
C -0.214 -2.664 -1.912
C 0.055 -4.017 -1.757
C 0.731 -4.709 -2.748
C 1.136 -4.046 -3.899
C 0.856 -2.700 -4.063
H -1.941 -0.324 -2.526
H 0.502 1.729 -4.814
H -0.576 2.363 -6.913
H -2.277 0.899 -7.946
H -2.901 -1.229 -6.840
H -1.804 -1.893 -4.750
H -0.734 -2.134 -1.122
H -0.262 -4.527 -0.857
H 0.944 -5.763 -2.625
H 1.669 -4.578 -4.675
H 1.172 -2.192 -4.965
S 2.635 3.758 0.251
C 1.262 3.395 -0.429
N 0.203 3.110 -0.928
*
```


Record 4
Entry from the Open Molecules 2025 dataset: a molecular structure, C49H41FeN9O4P (ωB97M-V/def2-TZVPD).

Summary:
E_tot = -116752.996 eV
<S²> = 0.8280
largest force on an atom = 2.2 eV/A

```
! RIJCOSX wB97M-V def2-TZVPD def2/J DEFGRID3
* xyz 0 2
Fe -0.662 0.111 0.303
O 0.617 1.496 -0.555
C 1.527 1.180 -1.428
C 2.834 1.702 -1.334
C 3.773 1.430 -2.306
C 3.468 0.628 -3.411
C 2.197 0.103 -3.522
C 1.231 0.349 -2.542
C -0.085 -0.236 -2.657
N -0.885 -0.375 -1.669
N -2.085 -1.014 -1.950
C -2.790 -1.098 -0.860
O -2.407 -0.627 0.287
C -4.137 -1.712 -0.934
C -4.521 -2.443 -2.056
C -5.795 -2.980 -2.129
C -6.695 -2.785 -1.088
C -6.315 -2.056 0.029
C -5.037 -1.523 0.109
H 3.066 2.331 -0.484
H 4.767 1.853 -2.214
H 4.214 0.433 -4.170
H 1.934 -0.514 -4.375
H -0.414 -0.625 -3.620
H -3.813 -2.575 -2.862
H -6.090 -3.552 -2.999
H -7.692 -3.203 -1.149
H -7.014 -1.898 0.840
H -4.727 -0.953 0.975
O -0.868 0.459 2.188
N 0.099 0.334 3.040
N 1.199 0.042 2.495
O 1.300 -0.156 1.228
C 2.358 -0.121 3.332
C 2.287 0.143 4.695
C 3.423 -0.046 5.464
C 4.604 -0.486 4.881
C 4.654 -0.735 3.519
C 3.526 -0.552 2.731
H 1.362 0.483 5.135
H 3.382 0.153 6.527
H 5.486 -0.632 5.492
H 5.570 -1.077 3.057
H 3.536 -0.734 1.667
C 0.376 5.976 1.392
C 0.686 4.753 1.972
C 0.062 3.596 1.539
C -0.886 3.645 0.521
C -1.199 4.874 -0.050
C -0.569 6.034 0.380
P -1.778 2.135 0.012
C -3.377 2.344 0.884
C -4.218 3.401 0.526
C -5.411 3.617 1.195
C -5.781 2.779 2.239
C -4.950 1.733 2.606
C -3.755 1.512 1.933
C -2.216 2.407 -1.726
C -3.442 1.967 -2.216
C -3.732 2.068 -3.569
C -2.798 2.606 -4.441
C -1.570 3.043 -3.958
C -1.276 2.940 -2.609
H 0.871 6.878 1.726
H 1.424 4.698 2.762
H 0.323 2.649 1.986
H -1.932 4.938 -0.844
H -0.819 6.982 -0.079
H -3.942 4.062 -0.286
H -6.051 4.439 0.901
H -6.714 2.944 2.762
H -5.229 1.079 3.422
H -3.116 0.694 2.227
H -4.175 1.533 -1.547
H -4.686 1.714 -3.938
H -3.024 2.684 -5.496
H -0.836 3.460 -4.635
H -0.312 3.262 -2.238
C 0.635 -3.241 -1.954
C 0.638 -3.119 -0.467
N -0.062 -2.280 0.255
C 0.120 -2.658 1.570
C 0.983 -3.698 1.644
N 1.329 -3.981 0.336
C 2.266 -4.991 -0.082
N 3.612 -4.717 0.359
N 4.254 -5.612 1.144
N 5.452 -5.226 1.345
C 5.642 -4.033 0.681
C 6.780 -3.227 0.570
C 6.666 -2.084 -0.184
C 5.451 -1.731 -0.810
C 4.324 -2.512 -0.710
C 4.451 -3.685 0.044
H -0.130 -2.585 -2.357
H 0.385 -4.260 -2.253
H 1.593 -2.977 -2.403
H -0.379 -2.143 2.374
H 1.391 -4.250 2.473
H 2.244 -5.053 -1.168
H 2.004 -5.961 0.338
H 7.703 -3.504 1.060
H 7.520 -1.429 -0.298
H 5.396 -0.810 -1.374
H 3.395 -2.202 -1.167
*
```


Record 5
Entry from the Open Molecules 2025 dataset: a gas-phase ion, C4H9N (charge -1) (ωB97M-V/def2-TZVPD).

Summary:
E_tot = -5780.815 eV
<S²> = 0.7506
largest force on an atom = 4.3 eV/A

```
! RIJCOSX wB97M-V def2-TZVPD def2/J DEFGRID3
* xyz -1 2
C 1.106 1.310 -1.077
C 1.308 0.123 -0.044
C 0.120 -0.754 0.196
C -1.108 -0.307 0.599
N -2.071 -1.258 0.696
H 1.815 2.191 -0.756
H 0.035 1.629 -1.062
H 1.117 0.977 -2.106
H 2.140 -0.533 -0.346
H 1.556 0.601 1.016
H 0.193 -1.844 -0.182
H -1.406 0.770 0.529
H -2.921 -0.845 1.134
H -1.885 -2.059 1.401
*
```


Record 6
Entry from the Open Molecules 2025 dataset: 11 unconnected molecules or ions with the total composition C37H64BO35S8 (ωB97M-V/def2-TZVPD).

Summary:
E_tot = -198430.822 eV
largest force on an atom = 2.3 eV/A

```
! RIJCOSX wB97M-V def2-TZVPD def2/J DEFGRID3
* xyz -1 1
O -1.511 0.019 3.559
C -0.845 -0.325 2.625
O -0.563 0.388 1.560
B -0.017 -0.534 0.529
O 0.260 -1.794 1.221
C -0.287 -1.762 2.409
O -0.309 -2.659 3.208
O 1.200 0.022 -0.082
C 1.121 -0.086 -1.398
O 1.996 0.218 -2.154
C -0.322 -0.578 -1.740
O -0.937 -0.692 -0.595
O -0.775 -0.645 -2.841
C -0.856 -1.598 6.919
C 0.484 -1.151 7.471
O 0.461 0.313 7.339
S -1.036 0.867 7.191
O -1.336 1.549 5.951
O -1.281 1.598 8.386
O -1.767 -0.561 7.202
H -1.178 -2.538 7.366
H -0.816 -1.730 5.832
H 1.273 -1.557 6.841
H 0.723 -1.296 8.521
C 4.789 0.201 -0.928
C 6.288 -0.242 -0.889
O 7.047 0.855 -0.375
S 6.316 2.252 -0.559
O 6.712 2.876 -1.775
O 6.419 3.022 0.648
O 4.874 1.609 -0.755
H 4.207 -0.221 -0.112
H 4.343 0.016 -1.901
H 6.699 -0.469 -1.870
H 6.329 -1.088 -0.207
C 2.590 -4.037 1.606
C 1.744 -5.031 2.465
O 2.332 -6.304 2.206
S 3.272 -6.359 0.912
O 2.477 -6.613 -0.247
O 4.425 -7.145 1.111
O 3.677 -4.781 1.108
H 2.913 -3.217 2.240
H 1.954 -3.680 0.798
H 0.697 -5.026 2.177
H 1.861 -4.767 3.513
O 2.685 -0.166 2.429
S 3.391 0.504 3.483
O 4.594 0.009 4.078
O 3.654 2.030 2.964
C 2.897 2.555 1.876
C 2.061 3.720 2.322
C 2.192 0.791 4.779
H 2.388 1.796 1.275
H 3.582 2.958 1.123
H 1.143 3.422 2.831
H 1.935 4.496 1.568
H 2.645 4.267 3.072
H 2.515 1.593 5.440
H 2.182 -0.131 5.356
H 1.239 1.066 4.336
O -2.172 5.416 -3.869
S -2.031 4.689 -5.105
O -0.883 4.933 -5.935
O -2.109 3.105 -4.841
C -3.093 2.557 -3.913
C -3.346 1.141 -4.390
C -3.572 4.852 -6.116
H -4.022 3.106 -4.093
H -2.636 2.731 -2.942
H -3.719 0.612 -3.508
H -2.425 0.669 -4.722
H -4.118 1.110 -5.155
H -3.349 5.412 -7.021
H -4.231 5.386 -5.438
H -3.931 3.880 -6.441
O -6.445 0.460 4.974
S -5.481 -0.313 4.229
O -5.861 -1.534 3.550
O -4.743 0.663 3.113
C -5.225 0.509 1.783
C -4.404 1.450 0.950
C -4.063 -0.595 5.283
H -6.298 0.750 1.829
H -5.200 -0.493 1.343
H -4.640 1.520 -0.112
H -3.340 1.197 0.982
H -4.482 2.449 1.388
H -3.618 0.404 5.281
H -3.298 -1.200 4.804
H -4.420 -0.906 6.257
O 1.259 -1.303 -8.048
S 2.188 -1.042 -6.969
O 3.387 -1.792 -6.811
O 2.642 0.512 -7.085
C 1.939 1.495 -7.837
C 1.912 2.836 -7.107
C 1.405 -1.026 -5.385
H 0.909 1.230 -8.089
H 2.451 1.552 -8.800
H 2.939 3.202 -7.050
H 1.545 2.646 -6.098
H 1.308 3.621 -7.554
H 1.271 -0.027 -4.975
H 2.119 -1.414 -4.656
H 0.531 -1.668 -5.326
O -2.164 5.902 3.039
S -2.568 4.700 2.362
O -3.899 4.468 1.848
O -1.593 4.503 1.070
C -1.765 3.310 0.304
C -0.732 3.375 -0.824
C -2.078 3.271 3.342
H -2.780 3.165 -0.074
H -1.558 2.435 0.921
H -0.716 4.346 -1.307
H -0.876 2.546 -1.520
H 0.210 3.145 -0.319
H -1.013 3.143 3.168
H -2.667 2.376 3.160
H -2.242 3.507 4.393
C 2.056 -3.339 -2.070
C 1.552 -3.737 -3.302
C 2.482 -4.108 -4.247
C 3.856 -4.106 -4.020
C 4.345 -3.681 -2.794
C 3.419 -3.248 -1.849
H 1.317 -3.031 -1.337
H 0.484 -3.704 -3.471
H 2.264 -4.347 -5.284
H 4.576 -4.377 -4.781
H 5.390 -3.465 -2.616
H 3.797 -2.836 -0.920
C -4.040 -3.906 1.626
C -3.410 -2.684 1.674
C -3.038 -2.056 0.495
C -3.380 -2.619 -0.739
C -3.974 -3.883 -0.785
C -4.273 -4.534 0.406
H -4.319 -4.370 2.564
H -3.193 -2.211 2.623
H -2.635 -1.052 0.491
H -3.214 -2.034 -1.634
H -4.270 -4.368 -1.705
H -4.751 -5.501 0.317
*
```


Q: Number 3 is which compound?
A: C34H25NO4PSZr


Q: What is the largest force on an atom in the sixth record?
A: 2.3 eV/A